Record 1
ORCA calculation (the ωB97M-V functional and the def2-TZVPD basis) on 8 unconnected molecules or ions with the total composition C8H32O8 at a distorted geometry.

Computed properties:
ΔE to the lowest compared entry with this formula, charge and spin = 479.2 kJ/mol
Frontier orbital gap = 0.3721 hartree
SMILES string = CO.CO.CO.CO.CO.CO.CO.CO
HOMO energy = -0.3598 hartree
Lowest unoccupied orbital energy = 0.34 eV
Total charge = 0

Each line ends with the Löwdin charge.
Element x y z (Å)
O1 6.64231 43.96536 2.74620  -0.1338
O2 8.52537 39.12631 -0.43619  -0.1484
O3 -0.17470 36.39911 0.60344  -0.1199
O4 2.31459 34.96234 3.10206  -0.0959
O5 5.34365 36.11297 -0.20831  -0.1288
O6 9.26990 41.67135 1.06311  -0.1268
O7 5.28123 39.04240 -0.23820  -0.1059
O8 1.13091 43.37869 -1.64840  -0.1159
C1 5.73834 43.24640 3.57837  -0.1490
C2 9.59327 38.33789 -1.02046  -0.1165
C3 8.39655 42.09081 -0.02344  -0.1288
C4 1.53155 42.06346 -1.51633  -0.1961
C5 4.31658 39.55104 0.57274  -0.1683
C6 0.99306 36.44912 -0.15583  -0.1716
C7 3.35891 35.22916 2.24038  -0.2174
C8 6.33127 35.84767 0.78503  -0.1640
H1 10.26159 37.94417 -0.25466  0.0758
H2 4.23597 34.91864 2.80821  0.0780
H3 2.13003 41.72695 -2.36289  0.0835
H4 6.26499 36.32903 1.76074  0.0760
H5 1.37681 35.42899 -0.16877  0.0846
H6 4.89070 43.82148 3.95106  0.0748
H7 6.40047 42.90055 4.37214  0.0856
H8 1.89424 41.86952 -0.50690  0.0717
H9 3.36534 34.76369 1.25479  0.0772
H10 7.23465 36.21520 0.29826  0.0657
H11 1.68317 37.22985 0.16406  0.0659
H12 0.69877 36.81286 -1.14031  0.0735
H13 -0.40640 35.49273 0.81885  0.0770
H14 7.95257 43.05185 0.23616  0.0715
H15 0.61258 41.47732 -1.50996  0.0741
H16 6.46595 34.77158 0.89454  0.0815
H17 3.50832 36.26513 1.93615  0.0585
H18 10.19038 39.04643 -1.59449  0.0769
H19 7.49230 41.48218 -0.02037  0.0625
H20 6.15076 44.07463 1.92886  0.0638
H21 9.18665 37.52730 -1.62518  0.0810
H22 8.77949 42.01015 -1.04077  0.0871
H23 4.67857 40.33355 1.23961  0.0795
H24 3.81097 38.70052 1.02998  0.0726
H25 5.28320 42.48080 2.95005  0.0636
H26 0.73532 43.55209 -2.50574  0.0811
H27 2.41858 35.63192 3.78209  0.0831
H28 5.35188 37.06658 -0.31866  0.0269
H29 3.55215 40.07088 -0.00477  0.0670
H30 8.98097 39.85609 -0.01022  0.0184
H31 6.14787 39.16011 0.15761  0.0679
H32 9.61715 42.36382 1.63011  0.0806

Forces on the atoms, in the same order (eV/Å):
O -0.457 0.436 -0.350
O 0.292 -0.884 -0.237
O -1.106 0.496 1.121
O -1.606 0.202 0.092
O -0.619 -0.454 1.013
O -0.333 -0.875 -1.248
O 1.877 -0.570 -1.537
O 0.240 1.970 0.311
C 0.469 -0.101 -0.363
C -0.191 0.989 0.431
C -0.885 0.518 1.601
C -1.549 -1.269 -0.161
C -1.855 0.634 0.666
C -0.375 -0.143 -0.855
C 2.192 0.185 -0.536
C 1.112 -0.010 -1.473
H -0.159 -0.267 0.152
H 0.748 0.005 -0.635
H 0.551 -0.153 0.416
H -0.639 0.090 0.016
H 0.851 0.428 -0.435
H 0.248 0.445 0.265
H -0.707 -0.474 0.166
H 0.784 0.385 -0.302
H -0.589 -0.743 0.368
H 0.677 -0.068 0.565
H 0.238 -0.405 0.708
H 0.209 -0.480 -0.524
H 0.202 0.136 -0.002
H 0.552 0.442 -0.477
H -0.077 -0.677 -0.268
H -0.347 0.043 0.113
H -0.327 0.483 0.427
H 0.120 -0.392 -0.542
H 0.211 -0.593 0.183
H 0.310 0.386 -0.266
H -0.053 0.268 0.047
H 0.639 0.303 0.309
H 0.094 -0.379 0.550
H -0.175 0.320 0.856
H 0.151 -0.695 0.508
H 0.052 -0.257 0.012
H -0.432 -0.153 0.267
H -0.225 0.467 -0.280
H -0.062 -0.076 -0.394
H -0.054 0.111 0.373
H 0.351 -0.020 -0.177
H -0.353 0.394 -0.473

Record 2
ORCA calculation (the ωB97M-V functional and the def2-TZVPD basis) on 9 unconnected molecules or ions with the total composition C8H34O9 at a distorted geometry.

Computed properties:
ΔE to the lowest compared entry with this formula, charge and spin = 460.8 kJ/mol
Frontier orbital gap = 0.3725 hartree
SMILES string = CCO.CO.CO.CO.CO.CO.CO.O.O
HOMO energy = -0.3696 hartree
Lowest unoccupied orbital energy = 0.08 eV
Total charge = 0

Each line ends with the Löwdin charge.
Element x y z (Å)
O1 5.95181 4.68366 -0.79861  -0.1213
O2 4.07173 -3.67694 -2.45629  -0.0526
O3 -0.01837 -6.87408 -1.87632  -0.1221
O4 -2.44835 -0.86073 2.80849  -0.1239
O5 -5.80611 1.19658 -0.28590  -0.0781
O6 0.80863 3.97290 -1.68434  -0.1143
O7 3.74328 -1.23540 4.25316  -0.1394
O8 1.16836 -0.56989 0.00052  -0.0534
O9 -1.50396 -1.59319 -6.17955  -0.1036
C1 0.05297 4.72769 -0.78332  -0.1825
C2 -6.78489 1.90477 0.34289  -0.3451
C3 5.04238 -1.86254 4.15362  -0.1425
C4 -1.04205 -6.43232 -1.02315  -0.1763
C5 -0.69420 -2.01067 -5.13873  -0.2004
C6 6.19989 4.23719 0.50543  -0.1808
C7 -6.32695 3.39231 0.37196  -0.0800
C8 -2.26954 -0.20214 3.98576  -0.2004
H1 7.03943 3.54443 0.56340  0.0748
H2 5.81243 -1.14529 3.86958  0.0690
H3 6.77133 4.66842 -1.29835  0.0743
H4 -1.40712 -7.26558 -0.42272  0.0765
H5 -1.87310 -6.09192 -1.64087  0.0710
H6 -7.77562 1.70499 -0.06534  0.1168
H7 -5.28443 3.48427 0.67659  0.0664
H8 4.97386 -2.67417 3.42927  0.0749
H9 -1.39036 -2.24180 -4.33248  0.0710
H10 3.25932 -1.31638 3.42804  0.0632
H11 -3.27005 -0.13656 4.41328  0.0807
H12 6.44771 5.08849 1.13944  0.0757
H13 -0.50055 4.00833 -0.17979  0.0696
H14 -6.66450 1.55528 1.36830  0.1016
H15 -0.19433 -7.79419 -2.08616  0.0719
H16 -5.11008 1.15515 0.37396  0.0848
H17 -0.68209 5.42990 -1.17661  0.0771
H18 -6.79305 3.98395 1.15988  0.0626
H19 -6.52293 3.83791 -0.60330  0.0702
H20 -0.10760 -2.92101 -5.26234  0.0823
H21 4.75601 -3.00932 -2.40861  0.0260
H22 1.72746 4.14326 -1.46447  0.0721
H23 -3.10977 -1.54605 2.92878  0.0826
H24 5.33133 3.66436 0.83034  0.0775
H25 -1.72305 0.73493 3.87920  0.0864
H26 -0.08089 -1.25081 -4.65442  0.0727
H27 5.27442 -2.26425 5.13997  0.0741
H28 0.26339 -0.55614 0.31208  0.0260
H29 0.73678 5.21255 -0.08661  0.0790
H30 -1.69829 -0.89580 4.60268  0.0774
H31 1.27900 0.26613 -0.45233  0.0255
H32 3.34275 -3.30955 -1.95644  0.0254
H33 -0.65844 -5.59783 -0.43615  0.0792
H34 -2.31356 -1.26291 -5.78325  0.0783

Forces on the atoms, in the same order (eV/Å):
O -0.094 0.050 -0.838
O 0.058 -0.198 -0.111
O 0.708 -0.314 -0.259
O -0.078 -0.717 -3.243
O 1.482 -1.699 -1.836
O 0.447 -0.001 -0.944
O 0.510 -0.007 0.302
O 0.232 -0.194 0.046
O -0.021 0.342 -1.439
C -0.202 -0.526 1.643
C 0.524 1.952 2.223
C -1.128 0.137 -0.076
C -0.442 -0.046 -0.412
C -0.574 -0.409 2.650
C 0.359 -0.340 0.302
C -1.047 -0.094 0.182
C -0.199 -0.739 1.946
H 0.160 -0.085 -0.115
H -0.010 0.018 -0.103
H -0.050 0.079 -0.017
H 0.009 0.255 0.483
H -0.281 0.273 0.163
H 0.159 0.162 -0.031
H 0.250 -0.403 -0.542
H 0.369 -0.076 0.046
H 0.151 -0.523 0.520
H 0.219 -0.049 -0.098
H 0.185 0.994 0.716
H -0.322 -0.082 0.378
H -0.353 0.074 0.204
H -1.380 0.124 0.558
H 0.126 0.043 -0.140
H 0.396 -0.285 -0.486
H 0.379 0.054 -0.579
H -0.688 -0.006 -0.166
H 0.326 0.235 0.104
H -0.051 0.164 -0.839
H 0.183 0.148 -0.014
H 0.031 -0.118 -0.355
H 0.119 0.025 -0.081
H -0.078 0.370 0.298
H -0.342 -0.026 -0.152
H 0.432 0.394 -0.643
H 0.022 -0.015 -0.096
H -0.281 -0.051 0.126
H -0.271 0.495 0.046
H 0.328 0.481 0.778
H 0.044 0.239 -0.157
H -0.256 0.065 0.135
H -0.125 -0.204 0.165
H 0.066 0.029 -0.242

Record 3
ORCA calculation (the ωB97M-V functional and the def2-TZVPD basis) on a molecular structure, C8H35FeO10 at a distorted geometry.

Computed properties:
Frontier orbital gap = 0.2194 hartree
HOMO energy = -0.4395 hartree
Lowest unoccupied orbital energy = -5.99 eV
Total charge = +1

Each line ends with the Löwdin charge.
Element x y z (Å)
Fe1 -0.94140 1.95948 3.72993  1.0354
O1 -0.52865 2.72182 -0.67600  -0.1056
O2 -3.37780 1.55225 0.98555  -0.0350
O3 0.06803 -2.64023 4.94723  -0.0324
O4 0.29235 2.75667 2.22385  -0.0247
O5 0.19185 -0.24578 -5.20663  -0.0604
O6 -3.23185 -3.81807 2.48299  -0.0381
O7 4.01319 -4.05520 -2.03508  -0.0680
O8 -1.40674 0.06419 2.62020  -0.3131
O9 -3.91585 -1.90391 -0.82381  -0.0396
O10 0.87587 0.81009 4.22386  -0.0286
C1 3.24443 -3.31995 -1.13675  -0.3418
C2 0.13239 0.35244 -2.93338  -0.0947
C3 -0.59510 3.92764 -1.36956  -0.3137
C4 0.89120 0.46245 -4.21461  -0.3357
C5 0.08970 -0.72792 0.78409  -0.0555
C6 2.79176 -2.01833 -1.83214  -0.0772
C7 -0.98329 -1.04954 1.83551  -0.3462
C8 0.51295 4.90750 -0.92401  -0.0559
H1 2.27076 -1.38667 -1.11264  0.0374
H2 0.70792 -0.12319 4.09342  0.0474
H3 1.95587 0.22897 -4.20808  0.1126
H4 0.93720 1.49474 -4.56155  0.1081
H5 1.44399 4.34278 -0.87524  0.0769
H6 -3.25061 -2.46244 -0.42164  0.0162
H7 -0.30268 0.02637 0.10204  0.0567
H8 0.53027 5.81953 -1.52066  0.0843
H9 1.07173 3.31209 2.24082  0.0974
H10 3.68112 -3.18441 -0.14729  0.1059
H11 0.42503 5.22520 0.11495  0.0569
H12 -0.71631 -2.24861 4.56294  0.0086
H13 -0.60362 1.15089 -2.83919  0.0621
H14 -0.39675 0.44836 -5.51207  0.0851
H15 -1.91118 -1.30766 1.32512  0.0960
H16 0.84439 0.22484 -2.11799  0.0514
H17 -0.79417 -1.89103 2.50201  0.0818
H18 -2.37503 -4.24297 2.52264  0.0308
H19 0.24200 -2.11315 5.72707  0.0377
H20 -2.61411 1.04234 1.25572  -0.0274
H21 0.30501 -1.63903 0.22586  0.0773
H22 -3.60691 2.06892 1.75807  0.0250
H23 2.01677 -2.33205 -2.53147  0.0779
H24 -1.33925 2.21456 -0.76104  0.0777
H25 -0.62751 3.87285 -2.45769  0.1084
H26 3.61483 -1.51225 -2.33666  0.0823
H27 2.35388 -3.94531 -1.07385  0.1053
H28 4.03062 -4.96754 -1.73689  0.0889
H29 -3.36594 -3.46573 3.36283  0.0304
H30 0.08002 2.66943 1.29458  0.0444
H31 -0.46103 -0.55886 -2.85954  0.0815
H32 -3.42794 -1.14991 -1.15492  0.0174
H33 -1.64142 4.22436 -1.29684  0.1166
H34 1.80723 0.85850 4.43941  0.0981
H35 0.99279 -0.42952 1.31652  0.0738

Forces on the atoms, in the same order (eV/Å):
Fe 2.226 -3.786 -3.154
O 1.231 -1.192 1.074
O 0.033 0.480 -0.522
O 0.320 0.215 -0.298
O -0.676 -0.089 1.380
O -0.042 0.020 -0.805
O 0.031 0.208 -0.259
O 1.430 -0.154 -0.552
O -0.070 3.015 1.831
O -0.123 0.060 0.035
O -0.950 0.600 0.265
C -1.572 0.146 -0.655
C 0.193 -0.581 1.073
C -1.232 1.682 -0.736
C 0.235 0.744 -0.656
C -0.550 -0.659 1.101
C -0.205 -0.983 0.567
C -0.525 0.846 -0.180
C -0.826 -0.866 0.696
H 0.322 0.277 0.069
H -0.431 -0.585 -0.286
H -0.148 -0.888 0.354
H -0.054 0.462 0.330
H 0.276 0.205 -0.818
H 0.068 -0.308 0.162
H 0.338 0.118 0.054
H 0.293 -0.347 -0.182
H 0.251 0.255 0.418
H 0.325 0.113 -0.012
H -0.613 0.119 0.173
H -0.410 0.016 -0.096
H 0.364 0.237 0.390
H -0.435 -0.581 -0.658
H -0.115 -0.302 -0.253
H -0.242 0.822 0.450
H 0.663 -0.095 -0.160
H 0.204 -0.280 0.003
H 0.029 -0.061 0.441
H 0.359 -0.620 0.479
H 0.059 0.051 -0.105
H -0.345 0.087 0.092
H 0.257 0.262 -0.436
H -0.222 0.125 -0.134
H 1.120 -0.871 -0.366
H -0.120 0.059 0.109
H -0.555 0.337 0.990
H 0.137 -0.053 -0.090
H -0.186 0.044 0.234
H -0.724 -0.270 -1.337
H 0.123 -0.284 -0.561
H 0.027 0.227 -0.169
H -0.011 1.185 0.886
H 0.313 0.530 0.191
H 0.155 0.306 -0.366